[1]
Here is a cluster of 9 separate species, C35H63N8O in total at a distorted geometry from the OMol25 dataset. Energies are from ωB97M-V/def2-TZVPD.

Element x y z (Å)
C -1.307 0.224 0.331
C -0.166 0.971 1.067
C 1.175 0.326 0.722
O -0.183 2.307 0.881
H -1.251 -0.870 0.456
H -1.255 0.509 -0.728
H -2.312 0.493 0.664
H -0.323 0.802 2.164
H 1.103 -0.768 0.787
H 1.896 0.718 1.442
H 1.463 0.593 -0.300
C -0.455 3.646 -5.084
C 0.094 2.668 -4.062
C -0.713 2.584 -2.758
C -0.735 3.841 -2.020
N -0.813 4.778 -1.362
H -0.604 4.666 -4.725
H -1.436 3.297 -5.429
H 0.159 3.687 -5.987
H 1.134 2.913 -3.825
H 0.100 1.698 -4.565
H -0.185 1.881 -2.104
H -1.708 2.171 -2.916
C 3.924 4.729 -2.385
C 4.087 3.602 -1.378
C 2.777 3.151 -0.723
C 2.248 4.188 0.162
N 1.880 5.039 0.828
H 3.467 5.606 -1.914
H 3.188 4.439 -3.143
H 4.839 5.047 -2.878
H 4.715 3.946 -0.552
H 4.542 2.760 -1.903
H 2.957 2.255 -0.131
H 1.983 2.873 -1.420
C 1.032 0.797 7.084
C 2.140 0.661 6.045
C 1.724 0.916 4.598
C 1.080 2.205 4.376
N 0.535 3.205 4.242
H 1.496 0.700 8.072
H 0.273 0.020 7.016
H 0.595 1.794 7.120
H 2.612 -0.325 6.101
H 2.987 1.301 6.309
H 1.038 0.154 4.213
H 2.602 0.783 3.960
C -4.785 0.306 -1.282
C -5.382 0.515 0.113
C -5.446 2.008 0.468
C -4.245 2.812 0.226
N -3.304 3.419 -0.021
H -5.360 0.703 -2.121
H -4.644 -0.755 -1.516
H -3.785 0.739 -1.315
H -4.795 -0.029 0.852
H -6.402 0.133 0.175
H -5.703 2.037 1.532
H -6.275 2.493 -0.052
C 3.403 -2.161 1.719
C 3.046 -3.515 2.323
C 1.519 -3.753 2.328
C 0.913 -3.597 0.989
N 0.431 -3.413 -0.035
H 4.479 -1.989 1.785
H 2.900 -1.365 2.266
H 3.107 -2.111 0.674
H 3.426 -3.690 3.329
H 3.509 -4.280 1.693
H 0.985 -3.128 3.039
H 1.362 -4.805 2.583
C 3.608 -0.422 -2.428
C 2.201 -0.677 -2.990
C 2.204 -0.782 -4.521
C 2.757 0.390 -5.201
N 3.202 1.312 -5.718
H 4.259 -1.256 -2.683
H 3.515 -0.256 -1.352
H 4.001 0.526 -2.797
H 1.541 0.099 -2.598
H 1.826 -1.617 -2.582
H 1.212 -1.034 -4.895
H 2.869 -1.610 -4.794
C -3.514 -2.091 -2.441
C -2.375 -1.943 -1.466
C -1.018 -1.537 -2.016
C -1.107 -0.384 -2.929
N -1.136 0.510 -3.653
H -3.349 -2.886 -3.176
H -3.727 -1.150 -2.953
H -4.462 -2.396 -1.990
H -2.224 -2.837 -0.852
H -2.637 -1.200 -0.702
H -0.556 -2.344 -2.590
H -0.290 -1.216 -1.271
C -2.107 -3.195 2.318
C -2.386 -4.624 1.902
C -2.886 -5.507 3.054
C -1.866 -5.793 4.062
N -1.069 -6.029 4.854
H -1.366 -3.076 3.115
H -2.994 -2.712 2.741
H -1.747 -2.573 1.500
H -1.481 -5.078 1.500
H -3.211 -4.643 1.188
H -3.275 -6.480 2.739
H -3.761 -5.043 3.520

Calculated values
total charge: -1
total energy: -51281.3248 eV
E_HOMO: -2.9 eV
molecular weight: 611.944 g mol⁻¹
E_LUMO: 1.94 eV

Mulliken atomic charge list, values in e, 6 entries: number 1, C, carries 1.78; number 2, C, carries -0.05; number 3, C, carries 1.47; number 4, O, carries -0.77; number 5, H, carries -1.41; number 6, H, carries -0.85

=====

[2]
Here is a structure of composition C43H57N6O2P2SSi2Ta at a distorted geometry from the OMol25 dataset. Energies are from ωB97M-V/def2-TZVPD.

Element x y z (Å)
Ta -0.159 -0.001 -0.279
C -1.892 3.202 0.574
C -2.530 2.665 -0.688
N -1.559 1.986 -1.545
C -0.741 2.849 -2.402
C 0.434 3.508 -1.705
S 1.333 2.441 -0.539
C 1.126 3.363 1.011
C 0.084 2.746 1.933
N -1.036 2.185 1.179
H -1.297 4.088 0.359
H -2.690 3.515 1.251
H -3.281 1.924 -0.415
H -3.033 3.483 -1.213
H -2.091 1.409 -2.184
H -0.370 2.234 -3.212
H -1.351 3.642 -2.844
H 1.159 3.815 -2.457
H 0.137 4.395 -1.152
H 2.095 3.378 1.505
H 0.900 4.390 0.731
H 0.541 1.931 2.482
H -0.240 3.510 2.646
H -1.588 1.616 1.813
C 4.393 -2.555 -0.690
Si 2.928 -1.693 -1.461
C 2.252 -2.929 -2.695
C 3.630 -0.119 -2.180
N 1.634 -1.213 -0.287
P 1.821 -1.323 1.349
C 0.475 -0.370 1.847
P -1.025 -1.192 2.073
N -1.812 -0.655 0.680
Si -3.550 -0.955 0.268
C -3.779 -0.758 -1.575
C -4.550 0.346 1.170
C -4.151 -2.669 0.634
C -1.156 -2.975 2.133
C -1.297 -3.624 3.361
C -1.453 -5.002 3.396
C -1.461 -5.729 2.212
C -1.292 -5.086 0.992
C -1.135 -3.713 0.948
C -1.942 -0.558 3.489
C -1.438 0.560 4.157
C -2.201 1.203 5.124
C -3.469 0.728 5.432
C -3.959 -0.410 4.801
C -3.198 -1.056 3.839
C 3.363 -0.513 1.841
C 3.419 0.873 1.718
C 4.605 1.558 1.914
C 5.757 0.853 2.247
C 5.705 -0.524 2.408
C 4.513 -1.208 2.206
C 1.999 -2.997 1.955
C 1.965 -4.105 1.117
C 2.213 -5.367 1.638
C 2.485 -5.521 2.991
C 2.481 -4.419 3.839
C 2.240 -3.156 3.324
H 4.954 -2.996 -1.522
H 5.057 -1.855 -0.180
H 4.140 -3.361 0.001
H 2.395 -2.580 -3.723
H 2.828 -3.852 -2.590
H 1.200 -3.186 -2.571
H 3.959 -0.247 -3.217
H 2.926 0.707 -2.144
H 4.507 0.166 -1.590
H -3.226 0.067 -2.013
H -3.479 -1.668 -2.098
H -4.841 -0.587 -1.783
H -3.934 1.053 1.735
H -5.170 0.911 0.467
H -5.233 -0.122 1.886
H -3.637 -3.403 0.012
H -4.053 -2.990 1.673
H -5.217 -2.699 0.375
H -1.296 -3.055 4.283
H -1.580 -5.506 4.345
H -1.603 -6.802 2.241
H -1.291 -5.661 0.074
H -1.020 -3.210 -0.005
H -0.433 0.895 3.937
H -1.804 2.068 5.639
H -4.073 1.233 6.174
H -4.939 -0.792 5.055
H -3.583 -1.956 3.374
H 2.511 1.400 1.476
H 4.644 2.635 1.800
H 6.695 1.378 2.379
H 6.599 -1.068 2.681
H 4.486 -2.283 2.333
H 1.754 -3.982 0.060
H 2.200 -6.233 0.986
H 2.708 -6.505 3.387
H 2.678 -4.544 4.897
H 2.254 -2.287 3.974
O -0.827 -1.550 -1.690
N -0.454 -1.526 -2.925
N 0.235 -0.527 -3.214
O 0.515 0.388 -2.297
C 0.719 -0.319 -4.566
C 1.551 0.760 -4.809
C 2.009 0.972 -6.101
C 1.636 0.115 -7.125
C 0.801 -0.965 -6.858
C 0.331 -1.189 -5.576
H 1.849 1.413 -4.002
H 2.657 1.815 -6.305
H 1.999 0.282 -8.130
H 0.506 -1.634 -7.655
H -0.324 -2.022 -5.362

Calculated values
total charge: +2
total energy: -105263.1920 eV
E_HOMO: -13.4 eV
molecular weight: 1021.104 g mol⁻¹
E_LUMO: -5.53 eV

Mulliken atomic charge list, values in e, 6 entries: number 1, Ta, carries 0.24; number 2, C, carries -1.03; number 3, C, carries -0.49; number 4, N, carries 0.02; number 5, C, carries -0.78; number 6, C, carries -1.16

=====

[3]
Here is a structure of composition C38H51BCl2LuN3O5P2S at a distorted geometry from the OMol25 dataset. Energies are from ωB97M-V/def2-TZVPD.

Element x y z (Å)
Lu 0.550 0.905 -0.365
C -1.415 3.049 3.021
C -2.550 2.006 3.024
C -2.584 1.320 4.410
C -3.808 2.814 2.686
P -2.118 0.778 1.646
C -1.350 -0.685 2.553
N -0.645 -1.667 1.739
B 0.288 -1.486 0.674
N 0.806 -2.861 0.457
C 2.010 -3.146 -0.292
P 2.315 -1.578 -1.278
C 1.571 -2.084 -3.016
C 0.071 -2.356 -2.757
C 2.240 -3.312 -3.622
C 1.711 -0.886 -3.953
C 4.272 -1.707 -1.099
C 4.905 -0.638 -2.037
C 4.852 -3.116 -1.321
C 4.510 -1.227 0.324
C 0.146 -3.770 1.244
C 0.285 -5.130 1.396
C -0.563 -5.778 2.301
C -1.524 -5.065 3.005
C -1.655 -3.694 2.920
C -0.776 -3.044 2.036
C -3.754 -0.024 0.951
C -4.641 -0.545 2.043
C -3.386 -1.151 0.016
C -4.447 1.076 0.128
H -1.674 3.770 3.812
H -1.308 3.612 2.044
H -0.465 2.585 3.248
H -2.789 2.076 5.182
H -1.582 0.931 4.637
H -3.315 0.485 4.538
H -3.789 3.693 3.363
H -4.753 2.300 2.838
H -3.754 3.192 1.662
H -2.129 -1.116 3.171
H -0.616 -0.229 3.253
H 1.866 -3.985 -0.973
H 2.792 -3.434 0.428
H -0.118 -3.201 -2.105
H -0.397 -2.611 -3.722
H -0.468 -1.482 -2.371
H 2.336 -4.177 -2.972
H 3.281 -3.083 -3.937
H 1.667 -3.664 -4.470
H 0.934 -0.084 -3.846
H 1.589 -1.236 -4.967
H 2.717 -0.451 -3.793
H 4.813 -0.962 -3.073
H 5.926 -0.537 -1.733
H 4.428 0.320 -1.935
H 4.452 -3.644 -2.162
H 4.721 -3.777 -0.464
H 5.942 -3.038 -1.459
H 4.270 -0.174 0.505
H 5.592 -1.355 0.620
H 3.888 -1.787 1.038
H 0.999 -5.668 0.806
H -0.521 -6.858 2.463
H -2.147 -5.580 3.731
H -2.465 -3.165 3.421
H -4.095 -1.131 2.805
H -5.320 -1.247 1.568
H -5.215 0.248 2.569
H -3.005 -2.062 0.487
H -2.700 -0.820 -0.797
H -4.276 -1.506 -0.515
H -4.744 1.993 0.672
H -5.371 0.652 -0.304
H -3.830 1.417 -0.722
Cl 5.148 4.808 3.985
C 3.959 3.789 3.308
C 3.260 2.828 4.075
C 2.321 2.007 3.472
Cl 1.575 0.796 4.397
C 2.079 2.037 2.058
O 0.960 1.435 1.521
C 3.064 2.785 1.228
C 3.151 2.495 -0.122
O 2.319 1.864 -0.877
C 3.877 3.759 1.922
H 3.346 2.794 5.174
H 4.051 2.883 -0.544
H 4.576 4.400 1.398
O -2.129 0.059 -2.691
C -1.604 1.160 -2.860
N -0.310 1.509 -2.414
S -0.080 3.132 -2.428
O 0.994 3.660 -3.233
O -0.082 3.506 -0.994
C -1.578 3.540 -3.190
C -1.797 4.624 -4.030
C -2.764 4.508 -5.053
C -3.457 3.309 -5.349
C -3.215 2.247 -4.462
C -2.248 2.348 -3.463
H -1.301 5.587 -3.893
H -3.006 5.364 -5.626
H -4.109 3.303 -6.230
H -3.682 1.261 -4.456

Calculated values
total energy: -143698.7578 eV
E_HOMO: -6.5 eV
molecular weight: 980.542 g mol⁻¹
E_LUMO: -1.41 eV

Mulliken atomic charge list, values in e, 6 entries: number 1, Lu, carries 1.64; number 2, C, carries -1.51; number 3, C, carries 2.12; number 4, C, carries -1.70; number 5, C, carries -2.09; number 6, P, carries 0.25

=====

[4]
Here is a cluster of 3 separate species, C3H14NO2 in total at a distorted geometry from the OMol25 dataset. Energies are from ωB97M-V/def2-TZVPD.

Element x y z (Å)
C 2.068 -1.404 -0.813
C 1.042 -0.542 -0.035
C -0.252 -1.309 0.128
N 0.809 0.759 -0.810
H 3.072 -1.007 -0.620
H 1.845 -1.200 -1.867
H 2.121 -2.376 -0.333
H 1.476 -0.306 0.949
H -0.605 -1.528 -0.888
H -0.125 -2.324 0.525
H -1.110 -0.857 0.616
H 1.056 0.611 -1.796
H 1.472 1.498 -0.560
H -0.261 1.041 -0.788
H -3.191 1.062 2.463
H -1.841 0.875 3.064
O -2.275 0.917 2.199
H -1.888 2.566 -1.058
H -1.916 1.731 0.249
O -1.497 1.794 -0.625

Calculated values
total charge: +1
total energy: -8917.0975 eV
E_HOMO: -15.6 eV
molecular weight: 96.150 g mol⁻¹
E_LUMO: -2.95 eV

natural (NBO) atomic charge list, values in e, 6 entries: number 1, C, carries -0.62; number 2, C, carries -0.04; number 3, C, carries -0.66; number 4, N, carries -0.72; number 5, H, carries 0.23; number 6, H, carries 0.21

=====

[5]
Here is a structure of composition N3O5S at a distorted geometry from the OMol25 dataset. Energies are from ωB97M-V/def2-TZVPD.

Element x y z (Å)
N -1.591 2.488 0.549
N 0.103 -1.047 -0.449
N -2.110 1.495 0.506
O -0.452 -1.227 -1.554
O 0.120 -1.823 0.444
O -2.709 0.504 0.658
O 2.406 -0.246 1.151
O 2.300 -0.466 -1.216
S 1.933 0.322 -0.090

Calculated values
total charge: -1
total energy: -25539.6405 eV
E_HOMO (spin up / spin down): -3.7 / -3.7 eV
molecular weight: 154.083 g mol⁻¹
E_LUMO (spin up / spin down): 3.66 / 3.66 eV

natural (NBO) atomic charge list, values in e, 6 entries: number 1, N, carries -0.11; number 2, N, carries 0.28; number 3, N, carries 0.43; number 4, O, carries -0.54; number 5, O, carries -0.46; number 6, O, carries -0.32

=====

[6]
Here is a structure of composition C56H62BrCrF5N6O2P from the OMol25 dataset. Energies are from ωB97M-V/def2-TZVPD.

Element x y z (Å)
Cr -0.176 0.574 -0.083
C -0.671 -2.535 2.900
O -0.613 -2.367 1.492
C -1.226 -3.295 0.731
C -1.882 -4.402 1.243
C -2.489 -5.293 0.369
Br -3.368 -6.812 1.082
C -2.489 -5.081 -0.984
C -1.870 -3.936 -1.502
C -1.207 -3.060 -0.652
O -0.500 -1.948 -1.090
C -2.007 -3.739 -2.954
N -2.088 -4.716 -3.812
C -2.318 -4.108 -5.034
C -2.482 -4.682 -6.294
C -2.713 -3.840 -7.363
C -2.781 -2.448 -7.194
C -2.612 -1.861 -5.954
C -2.377 -2.717 -4.881
N -2.135 -2.503 -3.535
H -0.215 -3.483 3.199
H -1.703 -2.495 3.256
H -0.113 -1.703 3.315
H -1.925 -4.580 2.306
H -2.976 -5.761 -1.667
H -0.119 -2.152 -1.954
H -2.435 -5.756 -6.412
H -2.847 -4.256 -8.352
H -2.967 -1.819 -8.055
H -2.666 -0.787 -5.835
H -2.295 -1.651 -3.023
F -2.912 1.249 0.683
C -2.039 0.168 0.745
F -2.693 -0.798 -0.073
H -2.137 -0.220 1.760
F 7.070 0.160 5.995
C 6.188 -0.855 5.998
F 6.889 -1.990 5.834
F 5.664 -0.901 7.240
C 5.128 -0.685 4.950
C 4.671 0.588 4.634
C 3.669 0.746 3.695
C 3.105 -0.366 3.057
C 3.577 -1.638 3.388
C 4.580 -1.797 4.329
C 2.078 -0.180 2.078
C 1.209 0.011 1.247
H 5.104 1.453 5.119
H 3.304 1.733 3.441
H 3.160 -2.504 2.890
H 4.943 -2.786 4.574
C -1.766 4.263 -3.856
N -1.376 3.431 -2.731
C -0.176 3.898 -2.059
C -2.038 2.293 -2.397
N -1.506 1.292 -1.759
N -3.372 2.270 -2.812
C -4.061 0.997 -2.845
C -4.229 3.355 -2.345
H -0.907 4.374 -4.524
H -2.059 5.263 -3.524
H -2.583 3.816 -4.410
H -0.353 4.896 -1.652
H 0.646 3.968 -2.774
H 0.087 3.239 -1.235
H -2.247 0.636 -1.541
H -3.436 0.255 -3.334
H -4.968 1.109 -3.440
H -4.346 0.635 -1.849
H -3.636 4.237 -2.118
H -4.759 3.059 -1.434
H -4.964 3.615 -3.109
C 0.875 -0.783 -3.815
C 1.973 0.266 -3.646
C 1.376 1.621 -4.020
C 3.091 -0.096 -4.627
P 2.302 0.276 -1.777
C 3.134 -1.347 -1.514
C 4.346 -1.709 -2.109
C 4.915 -2.951 -1.873
C 4.285 -3.861 -1.033
C 3.102 -3.505 -0.408
C 2.540 -2.255 -0.636
C 3.649 1.537 -1.321
C 2.916 2.817 -0.895
C 4.413 0.991 -0.109
C 4.670 1.898 -2.400
H 0.574 -0.833 -4.864
H 0.001 -0.509 -3.221
H 1.234 -1.778 -3.532
H 0.939 1.566 -5.023
H 2.123 2.414 -4.027
H 0.584 1.887 -3.323
H 2.700 0.040 -5.641
H 3.388 -1.138 -4.535
H 3.972 0.532 -4.532
H 4.872 -1.013 -2.746
H 5.857 -3.206 -2.341
H 4.724 -4.835 -0.862
H 2.614 -4.197 0.268
H 1.640 -1.974 -0.109
H 2.119 2.615 -0.177
H 2.477 3.326 -1.755
H 3.630 3.505 -0.431
H 3.734 0.643 0.671
H 5.029 1.794 0.307
H 5.071 0.165 -0.379
H 4.216 2.301 -3.301
H 5.302 1.052 -2.671
H 5.327 2.672 -1.992
N -0.225 2.284 0.718
C -0.712 2.923 1.683
C -1.275 2.337 2.952
C -2.477 2.810 3.473
C -3.011 2.255 4.625
C -2.333 1.240 5.290
C -1.124 0.780 4.788
C -0.602 1.320 3.620
C -0.824 4.426 1.612
C -0.045 5.250 2.416
C -0.189 6.628 2.356
C -1.138 7.194 1.513
C -1.934 6.374 0.725
C -1.773 4.996 0.772
H -3.006 3.607 2.965
H -3.956 2.618 5.010
H -2.743 0.817 6.198
H -0.583 -0.001 5.308
H 0.329 0.956 3.209
H 0.680 4.806 3.090
H 0.431 7.264 2.975
H -1.262 8.268 1.478
H -2.683 6.811 0.074
H -2.389 4.344 0.161

Calculated values
total energy: -193453.6280 eV
E_HOMO (spin up / spin down): -7.7 / -8.0 eV
2S+1: 4
molecular weight: 1109.016 g mol⁻¹
E_LUMO (spin up / spin down): 0.37 / 0.37 eV

Mulliken atomic charge list, values in e, 6 entries: number 1, Cr, carries 1.08; number 2, C, carries -1.04; number 3, O, carries 0.20; number 4, C, carries 0.25; number 5, C, carries -0.46; number 6, C, carries -0.63